[1]
A structure of composition C4H9NO2. Source: the Open Molecules 2025 dataset; level of theory: ωB97M-V with the def2-TZVPD basis set.

Positions of all 16 atoms, in Å:
1 O -0.7960 1.8218 -0.1156
2 H 1.6418 0.3647 2.1663
3 H -2.2026 1.0293 -1.3040
4 H -1.6350 -1.2952 -1.0862
5 H -1.6985 -0.5965 0.5394
6 C -1.1737 0.7996 -1.0094
7 H 0.8794 -1.0776 -1.0624
8 C 0.9766 -0.3890 0.9501
9 H 0.1354 1.7085 0.1218
10 C 0.2837 -1.1362 -0.1442
11 H 0.2308 -2.1852 0.1621
12 O 0.6850 -0.5243 2.1896
13 H 2.4637 0.7298 0.0492
14 C -1.1349 -0.6012 -0.4001
15 H -0.5651 0.8174 -1.9310
16 N 1.9096 0.5341 0.8746

Energy relative to the best compared isomer or geometry (same formula, charge and spin) in kcal/mol: 58.7
Charge: 0
Strongest force on any atom in eV/A: 0.39

[2]
A structure of composition C4H9NO2. Source: the Open Molecules 2025 dataset; level of theory: ωB97M-V with the def2-TZVPD basis set.

Positions of all 16 atoms, in Å:
1 C 0.7692 -0.1736 0.3087
2 O 1.1330 1.0370 0.5017
3 C -1.4160 -0.0122 -0.0052
4 H -2.6634 1.8000 0.4025
5 H 0.5513 -2.0044 1.2565
6 N 0.8508 -1.0502 1.3811
7 C -1.8359 1.1394 0.2355
8 H 0.1472 1.8436 0.6806
9 H -1.7324 -1.0017 -0.2675
10 H 2.1142 -0.9746 -1.1353
11 H -0.1430 0.4785 -1.9079
12 C 1.0377 -0.7969 -1.0619
13 O 0.6862 0.0362 -2.1367
14 H -0.7722 2.0783 0.5752
15 H 0.5346 -1.7730 -1.1175
16 H 0.7389 -0.6264 2.2901

Energy relative to the best compared isomer or geometry (same formula, charge and spin) in kcal/mol: 136.8
Charge: 0
Strongest force on any atom in eV/A: 1.31

[3]
An isolated molecule of C4H9NO2. Source: the Open Molecules 2025 dataset; level of theory: ωB97M-V with the def2-TZVPD basis set.

Positions of all 16 atoms, in Å:
1 H 0.6069 3.0369 -1.8810
2 H -1.1990 -0.1539 -0.5560
3 N 0.6059 -1.0459 0.2252
4 H -0.4469 0.6295 0.7649
5 O -0.6572 2.9045 -0.3077
6 C 0.1144 2.4248 -1.0912
7 H 1.5950 0.8821 -0.9912
8 H -1.3903 -3.0026 1.5524
9 C 0.2138 -1.8654 1.3226
10 H -0.2667 -1.2688 2.0938
11 H 0.3401 0.5915 -2.1367
12 H 0.8638 -1.6581 -0.5435
13 H 1.1099 -2.3749 1.6840
14 C -0.2145 0.0788 -0.1432
15 O -0.7016 -2.8924 0.8922
16 C 0.5106 0.9802 -1.1327

Energy relative to the best compared isomer or geometry (same formula, charge and spin) in kcal/mol: 43.8
Structure (SMILES): O=CCCNCO
Charge: 0
Strongest force on any atom in eV/A: 0.69